# C57H32BBrCaF6N10P

A structure of composition C57H32BBrCaF6N10P (the ωB97M-V functional and the def2-TZVPD basis, the Open Molecules 2025 dataset).

Positions of all 109 atoms, in Å:
Ca: 0.9713 0.3880 -0.0455
C: 5.8779 -3.8052 2.3871
C: 4.8696 -4.7525 2.0714
C: 3.6412 -4.3574 1.6105
C: 3.3814 -2.9776 1.4456
C: 2.2823 -2.2038 1.0207
N: 2.6105 -0.9038 1.0161
C: 3.8841 -0.7457 1.4718
N: 4.4489 0.4714 1.7902
C: 3.9823 1.6144 1.4961
C: 4.3763 2.8864 2.0892
C: 5.4532 3.1775 2.9147
C: 5.5536 4.4476 3.4579
C: 4.5621 5.4000 3.2007
C: 3.4756 5.1066 2.3951
C: 3.3856 3.8415 1.8154
C: 2.3250 3.2840 0.9975
N: 1.0842 3.6313 1.1551
C: -0.1347 3.2852 0.8796
N: -0.5562 2.1253 0.1318
C: -2.0732 1.8925 0.3398
N: -2.6747 0.6688 0.7557
C: -2.0549 -0.4588 0.9130
N: -0.7163 -0.6213 1.0081
C: -0.3074 -1.9755 1.1475
N: 0.9766 -2.4744 0.5519
C: -2.4109 -2.9588 0.5264
C: -3.2104 -4.0879 0.5328
C: -4.5354 -3.9960 0.9437
C: -5.0574 -2.7707 1.3343
C: -4.2552 -1.6358 1.3348
C: -2.9271 -1.7088 0.9490
C: -2.4579 3.1059 1.1533
C: -3.7107 3.4481 1.6154
C: -3.8609 4.6251 2.3455
C: -2.7525 5.4258 2.6079
C: -1.4876 5.0734 2.1562
C: -1.3372 3.9055 1.4143
N: 2.8986 1.9326 0.5536
C: 4.4138 -2.0207 1.7482
C: 5.6610 -2.4616 2.2295
H: 6.8337 -4.1581 2.7564
H: 5.0789 -5.8079 2.2022
H: 2.8812 -5.0927 1.3804
H: 6.1840 2.4067 3.1266
H: 6.3914 4.7037 4.0942
H: 4.6473 6.3847 3.6452
H: 2.6986 5.8379 2.2102
H: -2.7960 -5.0355 0.2105
H: -5.1594 -4.8812 0.9525
H: -6.0928 -2.6991 1.6432
H: -4.6470 -0.6700 1.6272
H: -4.5551 2.8011 1.4108
H: -4.8371 4.9154 2.7137
H: -2.8796 6.3370 3.1810
H: -0.6205 5.6838 2.3764
H: 6.4308 -1.7365 2.4655
F: 1.4220 -5.8220 -5.4475
C: 0.9596 -4.9507 -4.5552
C: -0.2936 -5.1257 -4.0036
F: -1.0359 -6.1728 -4.3648
C: -0.7530 -4.2155 -3.0739
F: -1.9582 -4.4441 -2.5350
C: -0.0174 -3.1095 -2.6784
P: -0.6896 -1.8551 -1.4972
C: -0.9877 -2.8683 0.0928
C: -0.4313 -2.3730 2.6125
C: -0.2733 -3.5670 3.1804
C: 0.0132 -4.8089 2.4775
C: 0.2606 -4.8975 1.1729
C: 0.3082 -3.7571 0.1942
C: -2.2523 -1.4920 -2.4104
C: -2.0185 -0.5897 -3.4555
C: -3.0455 -0.1620 -4.2827
C: -4.3402 -0.6081 -4.0556
C: -4.5869 -1.4923 -3.0151
C: -3.5541 -1.9433 -2.2042
C: 1.2543 -2.9596 -3.2390
Br: 2.4302 -1.5650 -2.7552
C: 1.7309 -3.8727 -4.1666
F: 2.9405 -3.7418 -4.7114
H: -0.6305 -1.5230 3.2552
H: -0.3704 -3.6276 4.2584
H: 0.0341 -5.7176 3.0688
H: 0.4578 -5.8754 0.7453
H: 0.6927 -4.1554 -0.7428
H: -1.0160 -0.1970 -3.5986
H: -2.8357 0.5337 -5.0857
H: -5.1536 -0.2635 -4.6821
H: -5.5953 -1.8400 -2.8271
H: -3.7784 -2.6418 -1.4112
N: -2.9733 3.1890 -1.7251
C: -2.2429 2.0551 -1.2019
N: -0.7826 2.3443 -1.3560
C: -0.7355 3.7049 -1.7897
C: 0.3663 4.5126 -1.9534
C: 0.1675 5.8108 -2.4254
C: -1.1074 6.2620 -2.7304
C: -2.2239 5.4470 -2.5434
C: -2.0234 4.1702 -2.0575
H: -3.6618 2.9668 -2.4255
H: -2.5745 1.1254 -1.6565
H: 1.3566 4.1556 -1.7027
H: 1.0167 6.4706 -2.5467
H: -1.2444 7.2706 -3.1001
H: -3.2228 5.8147 -2.7424
F: 2.2395 1.7437 -1.7234
B: 3.2342 1.6736 -0.7905
F: 4.3718 1.1747 -1.2464

Atoms 1-6, force components in eV/Å:
Ca -0.180 -0.338 -0.515
C 0.093 0.217 0.020
C -0.209 -0.079 -0.069
C 0.128 -0.067 0.029
C -0.178 0.031 0.017
C 0.280 -0.098 0.113

* E_HOMO: -0.119 Ha
* energy relative to the best compared isomer or geometry (same formula, charge and spin): 0.0000 eV
* total charge: -1

Atom charges from the Löwdin analysis, given in e for atoms 1 to 4: Ca 1.327; C -0.123; C -0.124; C -0.049

# C57H43AsBrF9N12O6PRbSSe

A structure of composition C57H43AsBrF9N12O6PRbSSe (the ωB97M-V functional and the def2-TZVPD basis, the Open Molecules 2025 dataset).

Positions of all 133 atoms, in Å:
Rb: -0.1101 -0.0521 -0.5687
O: 2.3424 -1.6186 -2.2149
As: 2.6366 0.1606 -2.6209
O: 3.1530 -0.5113 0.1327
O: 1.3904 1.1290 -2.0060
C: 1.9720 0.0425 -4.5224
C: 2.8765 0.5200 -5.4704
C: 2.5583 0.6143 -6.8165
C: 1.3080 0.2014 -7.2539
C: 0.3862 -0.2730 -6.3352
C: 0.7072 -0.3352 -4.9782
S: -0.6970 -0.7711 -3.9492
O: -1.4636 0.4779 -3.8742
O: -1.3919 -1.8175 -4.6997
O: -0.2756 -1.2359 -2.6323
H: 2.6586 -1.6538 -1.3023
H: 3.8628 0.8221 -5.1266
H: 3.2842 1.0038 -7.5228
H: 1.0507 0.2486 -8.3063
H: -0.5936 -0.6058 -6.6496
N: 2.2829 -0.4321 2.6751
C: 1.3287 0.0475 3.4589
N: 1.6034 0.2142 4.7710
C: 0.5773 0.6335 5.4902
N: 0.7662 0.7410 6.8404
N: -0.6396 0.9559 5.0316
C: -0.7800 0.7697 3.7153
N: 0.1277 0.2832 2.8958
C: -2.0962 1.1977 3.1283
C: -2.9914 1.9261 3.9054
C: -4.1573 2.3860 3.3162
C: -4.3913 2.0937 1.9844
C: -3.4510 1.3347 1.2996
N: -2.3256 0.8957 1.8513
H: 3.2097 -0.4775 3.0672
H: 2.2237 -0.3945 1.6449
H: 1.7172 0.7291 7.1616
H: 0.0869 1.2769 7.3492
H: -2.7544 2.1220 4.9397
H: -4.8698 2.9653 3.8913
H: -5.2755 2.4403 1.4675
H: -3.6090 1.0732 0.2651
C: 1.8423 3.5775 1.1811
N: 2.4633 2.2614 1.0841
C: 3.7026 2.2253 1.3453
C: 4.5694 1.0735 1.2940
C: 5.8721 1.0105 1.8024
C: 6.3653 -0.2702 1.5476
C: 5.3571 -0.9613 0.8775
N: 4.2890 -0.1526 0.7326
C: 2.3237 4.5523 0.1275
C: 2.6499 5.8614 0.4603
C: 3.0869 6.7557 -0.5111
C: 3.2097 6.3405 -1.8276
C: 2.8946 5.0279 -2.1637
C: 2.4559 4.1363 -1.1974
H: 2.0051 4.0227 2.1727
H: 0.7637 3.4291 1.0730
H: 4.2389 3.1366 1.6608
H: 6.3729 1.8197 2.3110
H: 7.3354 -0.6638 1.8037
H: 5.3340 -1.9541 0.4625
H: 2.5584 6.1901 1.4901
H: 3.3420 7.7720 -0.2346
H: 3.5560 7.0325 -2.5858
H: 3.0010 4.6871 -3.1868
H: 2.2249 3.1026 -1.4585
F: -3.0589 -4.8542 7.0277
C: -2.0568 -5.5078 6.4228
F: -1.0336 -5.5196 7.2993
F: -2.4510 -6.7881 6.3027
C: -1.6741 -4.9031 5.1046
C: -1.9770 -3.5827 4.8243
C: -1.5916 -3.0397 3.6030
C: -0.9104 -3.8049 2.6650
C: -0.5988 -5.1311 2.9719
C: -0.9793 -5.6809 4.1801
P: -0.4428 -2.9907 1.0760
C: 1.3155 -3.5882 1.0197
C: 1.9423 -4.1449 -0.0921
C: 3.2794 -4.5085 -0.0398
C: 4.0041 -4.3218 1.1260
C: 3.4008 -3.7555 2.2390
C: 2.0690 -3.3921 2.1779
C: 5.4265 -4.7860 1.1897
F: 6.1024 -4.5557 0.0557
F: 5.5120 -6.1196 1.3999
F: 6.1251 -4.2156 2.1790
C: -1.2868 -4.0753 -0.1521
C: -2.3065 -4.9669 0.1847
C: -3.0443 -5.6025 -0.7995
C: -2.7893 -5.3324 -2.1376
C: -1.7943 -4.4342 -2.4942
C: -1.0434 -3.8196 -1.5034
C: -3.6557 -5.9560 -3.1880
F: -3.0392 -6.0874 -4.3680
F: -4.7743 -5.2435 -3.4239
F: -4.0798 -7.1869 -2.8397
H: -2.5054 -2.9792 5.5490
H: -1.8128 -2.0023 3.3775
H: -0.0517 -5.7301 2.2543
H: -0.7412 -6.7106 4.4125
H: 1.4078 -4.2823 -1.0165
H: 3.7594 -4.9238 -0.9157
H: 3.9749 -3.5803 3.1382
H: 1.6062 -2.9458 3.0484
H: -2.5527 -5.1595 1.2203
H: -3.8365 -6.2862 -0.5251
H: -1.6252 -4.1559 -3.5259
H: -0.3251 -3.0667 -1.8125
Br: -5.9623 -3.5323 1.0479
C: -4.9150 -2.5130 -0.1662
C: -5.3069 -2.3692 -1.4857
C: -4.4868 -1.6303 -2.3181
C: -3.3184 -1.0811 -1.8021
N: -2.9411 -1.2506 -0.5361
C: -3.7332 -1.9466 0.2710
H: -6.2175 -2.8283 -1.8465
H: -4.7273 -1.4925 -3.3629
H: -2.6668 -0.4951 -2.4334
H: -3.4088 -2.0641 1.3003
Se: -5.8929 2.7150 -3.0120
N: -4.6961 3.4883 -4.0809
C: -3.5301 3.3256 -3.4973
C: -2.2708 3.7791 -4.0154
C: -1.1714 3.5061 -3.2912
C: -1.2798 2.7971 -2.0388
N: -2.3848 2.3852 -1.5089
C: -3.5306 2.6228 -2.2230
N: -4.7082 2.2215 -1.7912
H: -2.2316 4.2943 -4.9656
H: -0.1844 3.7804 -3.6361
H: -0.3680 2.5667 -1.5028

Atoms 1-6, force components in eV/Å:
Rb -0.682 0.403 2.791
O -0.305 0.188 -0.070
As 0.629 0.510 -0.365
O -0.152 -0.015 0.335
O 0.829 0.698 -0.883
C -0.228 -0.262 0.177

* E_HOMO: -0.075 Ha
* energy relative to the best compared isomer or geometry (same formula, charge and spin): 3.4663 eV
* total charge: -2

Atom charges from the Löwdin analysis, given in e for atoms 1 to 4: Rb 0.755; O -0.430; As 1.074; O -0.268

# C57H44BO18P

A cluster of 9 separate species, C57H44BO18P in total (the ωB97M-V functional and the def2-TZVPD basis, the Open Molecules 2025 dataset).

Positions of all 121 atoms, in Å:
C: 6.4217 -2.4426 -0.0161
C: 5.4127 -2.9911 -0.6848
C: 4.2228 -2.1992 -1.2187
B: 3.0690 -2.1161 -0.1466
C: 1.5392 -2.0213 -0.4599
C: 0.9697 -0.8466 -0.9756
C: -0.3908 -0.7193 -1.2103
C: -1.2098 -1.8442 -0.9154
C: -0.6682 -3.0188 -0.4180
C: 0.7054 -3.0962 -0.1911
P: 3.5607 -2.0794 1.7388
O: 2.1649 -2.1908 2.6365
O: 4.1533 -0.5304 1.9495
H: 7.1893 -3.0667 0.4281
H: 6.4532 -1.3672 0.1333
H: 5.4634 -4.0669 -0.8428
H: 4.5953 -1.1781 -1.3963
H: 3.8925 -2.6481 -2.1610
H: 1.6585 -0.0243 -1.1663
H: -0.7929 0.2201 -1.5696
H: -2.2827 -1.8055 -1.0661
H: -1.3140 -3.8645 -0.2063
H: 1.1077 -4.0192 0.2249
H: 1.8688 -3.1084 2.5821
H: 4.5467 -0.2944 1.0944
O: -3.1037 0.4281 -0.2194
C: -3.3025 1.5213 0.2699
C: -4.6771 2.0234 0.5113
C: -4.8851 3.2240 1.0460
C: -3.7558 4.1038 1.4236
O: -3.9469 5.2028 1.9167
C: -2.3804 3.6033 1.1831
C: -2.1698 2.4042 0.6477
H: -5.4887 1.3642 0.2282
H: -5.8789 3.6116 1.2299
H: -1.5688 4.2634 1.4658
H: -1.1751 2.0169 0.4643
O: 8.8459 4.7420 0.3787
C: 8.0929 3.8286 0.1211
C: 6.6469 3.9044 0.4417
C: 5.8258 2.8989 0.1603
C: 6.3154 1.6634 -0.4855
O: 5.5475 0.7522 -0.7397
C: 7.7581 1.5785 -0.8113
C: 8.5839 2.5838 -0.5300
H: 6.2988 4.8122 0.9116
H: 4.7682 2.9376 0.3878
H: 8.0942 0.6639 -1.2840
H: 9.6414 2.5456 -0.7579
O: 4.6144 4.6373 2.6198
C: 4.2469 5.6812 3.1203
C: 2.8058 5.9607 3.3181
C: 2.3916 7.1010 3.8602
C: 3.3548 8.1423 4.2925
O: 2.9766 9.1819 4.7881
C: 4.8009 7.8619 4.0953
C: 5.2144 6.7198 3.5521
H: 2.1175 5.1896 2.9965
H: 1.3437 7.3203 4.0085
H: 5.4887 8.6338 4.4162
H: 6.2630 6.4957 3.3997
O: 1.9774 -5.0155 8.8227
C: 1.9836 -5.2662 7.6374
C: 2.3173 -6.6254 7.1389
C: 2.3263 -6.9009 5.8373
C: 2.0014 -5.8615 4.8306
O: 2.0055 -6.1078 3.6420
C: 1.6691 -4.5070 5.3274
C: 1.6593 -4.2278 6.6273
H: 2.5503 -7.3688 7.8906
H: 2.5671 -7.8840 5.4533
H: 1.4364 -3.7665 4.5746
H: 1.4187 -3.2436 7.0081
O: -0.5488 7.3044 2.4176
C: -1.4269 7.6394 3.1920
C: -1.1862 8.6909 4.2137
C: -2.1435 9.0537 5.0622
C: -3.4896 8.4246 5.0218
O: -4.3600 8.7605 5.7971
C: -3.7248 7.3761 3.9999
C: -2.7698 7.0089 3.1470
H: -0.1989 9.1392 4.2280
H: -1.9920 9.8164 5.8156
H: -4.7121 6.9301 3.9874
H: -2.9425 6.2127 2.3670
O: 3.2156 -3.0428 -4.5063
C: 2.6411 -2.0665 -4.9395
C: 1.5494 -1.4110 -4.1768
C: 0.9202 -0.3421 -4.6566
C: 1.2824 0.2426 -5.9705
O: 0.7096 1.2185 -6.4059
C: 2.3747 -0.4129 -6.7333
C: 3.0047 -1.4827 -6.2552
H: 1.2961 -1.8489 -3.2207
H: 0.1205 0.1484 -4.1155
H: 2.6240 0.0277 -7.6902
H: 3.8037 -1.9748 -6.7950
O: -6.0547 -4.6121 -3.3237
C: -6.2428 -3.5163 -2.8382
C: -7.6181 -3.0116 -2.6014
C: -7.8282 -1.8100 -2.0711
C: -6.6975 -0.9273 -1.6939
O: -6.8929 0.1677 -1.2065
C: -5.3218 -1.4315 -1.9312
C: -5.1124 -2.6340 -2.4614
H: -8.4285 -3.6727 -2.8833
H: -8.8225 -1.4221 -1.8899
H: -4.5097 -0.7726 -1.6492
H: -4.1177 -3.0227 -2.6426
O: -5.9507 -8.4735 -8.4118
C: -6.7486 -8.0361 -7.6107
C: -6.3546 -7.0230 -6.6014
C: -7.2317 -6.5458 -5.7216
C: -8.6418 -7.0063 -5.7150
O: -9.4429 -6.5695 -4.9150
C: -9.0381 -8.0201 -6.7242
C: -8.1606 -8.4966 -7.6030
H: -5.3217 -6.6995 -6.6230
H: -6.9630 -5.8078 -4.9768
H: -10.0712 -8.3433 -6.7020
H: -8.4284 -9.2354 -8.3476

Atoms 1-6, force components in eV/Å:
C -0.229 -0.092 -0.082
C 0.363 0.362 -0.099
C 0.440 -0.920 0.351
B -0.427 0.991 -0.060
C 0.242 -0.339 -0.176
C 0.373 0.237 0.095

* E_HOMO: -0.271 Ha
* SMILES string: C=CCB(c1ccccc1)P(O)O.O=C1C=CC(=O)C=C1.O=C1C=CC(=O)C=C1.O=C1C=CC(=O)C=C1.O=C1C=CC(=O)C=C1.O=C1C=CC(=O)C=C1.O=C1C=CC(=O)C=C1.O=C1C=CC(=O)C=C1.O=C1C=CC(=O)C=C1
* total charge: 0

Atom charges from the Löwdin analysis, given in e for atoms 1 to 4: C -0.024; C -0.210; C -0.136; B -0.330

# C57H46BrN4O3P2PbS3

A structure of composition C57H46BrN4O3P2PbS3 (the ωB97M-V functional and the def2-TZVPD basis, the Open Molecules 2025 dataset).

Positions of all 117 atoms, in Å:
Pb: 0.4066 1.5523 -0.4045
O: -2.1414 -1.0710 -3.1253
S: -1.3566 -1.3811 -1.8949
C: -0.2304 -2.7182 -2.3814
C: -0.4754 -3.2956 -3.6205
C: 0.3169 -4.3497 -4.0454
C: 1.3461 -4.8140 -3.2339
C: 1.6027 -4.1975 -2.0208
C: 0.8358 -3.1179 -1.5829
P: 1.1699 -2.2216 -0.0099
C: 1.0486 -3.6853 1.1106
C: 2.0635 -4.1679 1.9282
C: 1.8367 -5.2440 2.7797
C: 0.5976 -5.8625 2.8194
C: -0.4223 -5.3948 1.9993
C: -0.1969 -4.3162 1.1627
C: 2.9648 -1.9195 -0.0525
C: 3.7508 -1.9868 -1.1989
C: 5.1017 -1.6722 -1.1412
C: 5.6770 -1.2835 0.0593
C: 4.8892 -1.1735 1.1971
C: 3.5372 -1.4682 1.1397
C: -2.5138 -2.3719 -0.8939
C: -3.1941 -3.3725 -1.5840
C: -4.1377 -4.1444 -0.9358
C: -4.4152 -3.8989 0.4062
C: -3.7612 -2.8779 1.0703
C: -2.7998 -2.0817 0.4367
P: -1.9070 -0.7033 1.2995
C: -1.9296 -1.2401 3.0507
C: -0.7091 -1.6264 3.5996
C: -0.6300 -2.0288 4.9272
C: -1.7652 -2.0328 5.7211
C: -2.9816 -1.6106 5.1943
C: -3.0596 -1.2088 3.8710
C: -3.2198 0.5769 1.3137
C: -4.3997 0.5109 0.5790
C: -5.2792 1.5876 0.5494
C: -4.9883 2.7448 1.2523
C: -3.8028 2.8287 1.9741
C: -2.9227 1.7614 1.9963
H: -1.2678 -2.8883 -4.2361
H: 0.1338 -4.8087 -5.0093
H: 1.9611 -5.6448 -3.5576
H: 2.4230 -4.5409 -1.4006
H: 3.0385 -3.6998 1.9189
H: 2.6405 -5.5949 3.4162
H: 0.4243 -6.6970 3.4879
H: -1.4015 -5.8585 2.0229
H: -1.0084 -3.9596 0.5412
H: 3.3072 -2.2492 -2.1502
H: 5.7002 -1.7180 -2.0437
H: 6.7302 -1.0308 0.1006
H: 5.3117 -0.8116 2.1264
H: 2.9162 -1.3043 2.0158
H: -2.9819 -3.5327 -2.6327
H: -4.6519 -4.9344 -1.4689
H: -5.1491 -4.4983 0.9312
H: -3.9924 -2.6935 2.1094
H: 0.1882 -1.5578 3.0014
H: 0.3324 -2.3098 5.3358
H: -1.7011 -2.3367 6.7592
H: -3.8657 -1.5784 5.8199
H: -4.0010 -0.8385 3.4801
H: -4.6399 -0.3837 0.0166
H: -6.1872 1.5208 -0.0381
H: -5.6685 3.5871 1.2225
H: -3.5493 3.7405 2.5007
H: -1.9760 1.8509 2.5199
Br: -0.9364 5.0854 1.2861
C: 0.2672 4.2446 2.5196
C: 0.8506 5.0256 3.5046
C: 1.6963 4.3735 4.3917
C: 1.9034 3.0099 4.2629
C: 1.2606 2.3303 3.2392
N: 0.4568 2.9582 2.3730
C: 1.4374 0.8069 3.0516
O: 2.1789 0.2406 3.8683
O: 0.8551 0.3227 2.0542
H: 0.6485 6.0845 3.5657
H: 2.1843 4.9329 5.1807
H: 2.5446 2.4394 4.9201
C: 4.0097 1.1006 -3.7579
C: 3.2030 1.2419 -2.4844
S: 1.5259 0.6960 -2.6522
C: 3.7450 1.7054 -1.3464
C: 5.1769 2.1696 -1.2708
S: 2.9312 1.7687 0.2167
H: 3.3854 0.7047 -4.5566
H: 4.8567 0.4185 -3.6266
H: 4.4100 2.0610 -4.0980
H: 5.7175 2.0272 -2.2073
H: 5.7099 1.6281 -0.4849
H: 5.2250 3.2315 -1.0068
C: -5.0160 2.3134 -3.7099
C: -4.3005 1.4676 -2.8787
C: -3.0276 1.8295 -2.4595
C: -2.4766 3.0181 -2.9072
C: -3.1871 3.8780 -3.7402
C: -4.4637 3.5200 -4.1333
N: -1.1472 3.2871 -2.4503
N: -0.5781 4.1338 -3.1190
C: 0.7443 4.4573 -2.6889
C: 1.4890 5.1603 -3.6289
C: 2.7467 5.6049 -3.2587
C: 3.1758 5.3612 -1.9661
C: 2.3557 4.6374 -1.1110
N: 1.1606 4.1707 -1.4644
H: -6.0120 2.0367 -4.0338
H: -4.7207 0.5251 -2.5545
H: -2.4502 1.1920 -1.8052
H: -2.7346 4.8047 -4.0628
H: -5.0331 4.1814 -4.7748
H: 1.0679 5.3419 -4.6069
H: 3.3701 6.1412 -3.9628
H: 4.1388 5.7050 -1.6129
H: 2.6835 4.3727 -0.1138

Atoms 1-6, force components in eV/Å:
Pb 0.352 -0.191 0.526
O -0.022 -0.065 -0.057
S 0.020 0.128 0.055
C -0.045 -0.013 -0.081
C 0.061 -0.034 0.012
C -0.025 0.029 0.016

* E_HOMO: -0.142 Ha
* energy relative to the best compared isomer or geometry (same formula, charge and spin): 0.3630 eV
* total charge: -1

Atom charges from the Löwdin analysis, given in e for atoms 1 to 4: Pb 0.834; O -0.504; S 0.859; C -0.371

- Which of these has the lowest E_HOMO?
  C57H44BO18P